No. 1
An isolated ion of composition C3H6N3 and charge +1 in a non-equilibrium geometry, computed with ωB97M-V/def2-TZVPD.

```
12
Properties=species:S:1:pos:R:3:forces:R:3
C -1.8303 -0.8077 0.2046 1.081 0.860 -3.299
N -0.2517 -0.3644 0.2535 -3.500 2.316 -2.745
N 0.6073 -0.9552 0.9342 -0.842 -2.192 1.343
C 1.8121 -0.4899 0.6704 3.847 0.413 0.744
C 1.6492 0.6795 -0.1775 1.223 0.546 -0.436
N 0.3052 0.5998 -0.5243 -0.975 0.641 0.096
H -1.8136 -1.8953 0.2719 0.054 0.320 0.825
H -2.4793 -0.1758 0.8028 0.631 -0.272 0.854
H -2.2171 -0.5947 -0.8694 1.195 -0.198 1.544
H 1.9077 1.5148 0.5270 -0.619 -0.279 0.598
H 2.3198 1.1325 -0.9659 -0.430 -1.467 0.243
H -0.0093 1.3565 -1.1273 -1.665 -0.689 0.234
```
Forces are in eV/Å.

total charge: +1
energy above the lowest of the compared OMol25 structures with the same formula, charge and spin: 154.3 kcal per mole
2S+1: 1
HOMO-LUMO gap (alpha / beta): 6.88 / 6.85 eV
SMILES: CN1[N+]#CCN1

---

No. 2
A 2-piece molecular cluster, C3H2ClO3 overall in a non-equilibrium geometry, computed with ωB97M-V/def2-TZVPD.

```
9
Properties=species:S:1:pos:R:3:forces:R:3
C -2.9008 -1.1447 -0.0598 1.582 1.751 0.326
C -0.0345 0.2259 0.1046 0.529 -0.347 -0.670
C -1.4872 0.3793 0.2123 -1.018 -1.290 -0.539
O -3.9743 -0.6536 -0.0153 -1.299 0.454 0.016
O -2.2597 -2.1327 -0.1954 0.678 -1.293 -0.138
O -0.6653 0.4209 1.3430 -0.156 0.176 1.147
Cl -2.0414 2.0298 -0.2763 -0.212 0.543 -0.079
H 0.3790 -0.7681 -0.0475 -0.021 -0.044 -0.052
H 0.5895 1.0486 -0.2374 -0.083 0.051 -0.010
```
Forces are in eV/Å.

total charge: -1
energy above the lowest of the compared OMol25 structures with the same formula, charge and spin: 19.8 kcal per mole
2S+1: 1
HOMO-LUMO gap: 7.63 eV

---

no.,total energy (eV)
1,-7664.68618
2,-21808.16110